1.
The following is a DFT calculation (ωB97M-V/def2-TZVPD) of a cluster of 5 separate species, C23H50F10NO9PS2 in total at a distorted geometry.

lowest unoccupied orbital energy: -0.96 eV
orbital gap: 8.1 eV
structure (SMILES): N=[PH2][C@@]1(F)[C@H](CCCCC(F)(F)C(F)(F)S(F)(F)(F)(F)F)C[C@H](COO)OS1(=O)=O.CC(C)O.CC(C)O.CC(C)O.CC(C)O

Geometry as ORCA input:
```
! wB97M-V def2-TZVPD RIJCOSX def2/J DEFGRID3
* xyz 0 1
C -3.17515 -5.04750 0.59378
C -2.19960 5.19827 0.85813
H 8.84988 -2.22077 -3.07006
O 2.00669 6.53481 1.90269
H 6.52180 -4.77344 -4.59909
F -6.20991 -4.67870 0.16594
F -8.22959 -2.85525 -0.75300
C 1.37571 -3.82700 0.17264
S -7.76030 -1.82446 0.44876
H 5.53624 -3.28770 -2.27696
H -4.08155 -3.99332 -1.12289
C -1.30360 5.89932 1.86611
H 7.23162 -1.60581 -2.67170
O 2.23135 -1.47832 -3.25715
H -3.27249 1.12716 -2.07377
C 4.06960 6.23884 3.10713
C 1.91128 6.71098 4.30140
H -2.98328 4.64641 1.38373
H -0.73486 4.72455 -0.34554
H 4.31076 7.30397 3.03151
O 0.00785 1.77257 -2.42790
F -7.93218 -2.94874 1.64318
C -2.83206 6.19058 -0.10489
N -1.59798 -0.72803 3.01052
H -1.31719 0.77087 -3.61129
H 2.03216 -0.67739 -2.71242
H -1.58547 -3.61834 2.17190
H -3.46384 5.67182 -0.83064
H 8.19135 -2.39525 -1.43034
H -3.50420 -6.01054 0.07883
H -1.09796 -5.85893 0.02786
H 7.84537 -3.65141 -4.97656
O -1.43118 4.24591 0.12271
H 2.30596 6.32740 5.24534
C 0.15684 -3.05066 0.85780
C 6.96724 -3.80803 -4.34528
C -1.60608 -4.85472 0.23114
H -2.06462 6.72302 -0.67583
C -5.43335 -3.61280 0.66215
F -9.34670 -1.40564 0.69405
O 3.25198 -2.24858 0.38026
P -0.43798 -0.49302 1.92599
H 1.54437 -1.83369 -0.79814
C 2.26023 -2.70332 -0.58518
H 1.05476 -4.66894 -0.51659
C -1.32719 1.60601 -2.90565
H 2.03107 -4.22238 1.02310
H 0.24846 0.70605 2.31792
F -5.20351 -3.71059 2.06035
F -5.14643 -1.20671 0.84424
H -0.95049 -0.36291 0.58451
H -2.23288 2.08292 -0.99593
H -2.78688 2.76893 -4.01185
C 2.56447 6.02339 3.11256
H 0.00987 2.50871 -1.80265
O 3.23088 -1.48598 2.84636
C -3.97446 -3.80736 -0.00042
C 7.94252 -2.41891 -2.49420
F -7.70033 -0.61221 -0.72189
O 2.46287 0.06436 1.15969
H 3.72254 -3.95640 -1.75122
H -1.47696 -4.13977 -0.65596
H 2.10495 -3.76347 -2.57664
C -2.24346 1.27899 -1.73835
C -5.93612 -2.17168 0.21037
C 2.88521 -3.20677 -1.95422
O 3.35806 -2.08032 -2.73732
H 4.52406 5.74918 2.24230
S 2.45010 -1.38245 1.56850
H 2.34691 4.95260 3.14235
C 0.74048 -2.02019 1.93430
O 6.16844 -3.99172 -2.08256
C -1.77226 2.87240 -3.61952
H 2.07846 7.79229 4.26669
F 0.69220 -2.57334 3.24711
H 8.04346 -4.56172 -2.64286
H -1.09839 3.10221 -4.44875
H -0.36742 -2.43812 0.05671
H -0.26164 -4.88876 2.10463
C 7.33504 -3.76103 -2.87050
H -1.90439 0.37281 -1.22827
H -3.44177 6.92412 0.42796
H -1.74590 3.73137 -2.94153
H 0.82918 6.55730 4.28664
C -0.84394 -4.13841 1.47267
H -1.86743 6.62448 2.45857
F -5.67928 -2.03995 -1.17514
H -0.84714 5.17329 2.54381
F -7.34277 -0.62994 1.55936
H -1.53758 0.04047 3.69490
H -0.48414 6.42076 1.36359
H 6.22298 -3.04234 -4.58597
H -3.38943 -2.83877 0.11392
H 2.19323 7.48140 1.86558
H -3.21399 -5.14912 1.71907
H 4.52883 5.84112 4.01530
*
```

Results of the Mulliken charge analysis, in e, for atoms 1 through 8:
1 C -0.8003
2 C 0.3464
3 H 0.3905
4 O -0.5209
5 H 0.3082
6 F -0.2871
7 F -0.2700
8 C -1.1203

2.
The following is a DFT calculation (ωB97M-V/def2-TZVPD) of an isolated molecule of C19H21N5O3 at a distorted geometry.

lowest unoccupied orbital energy: 0.01 eV
orbital gap: 8.1 eV
relative energy (zero: lowest compared OMol25 entry of this formula, charge and spin): 6.100 eV
structure (SMILES): Cc1cn2c(=O)[nH]nc2nc1N1CCC(Oc2ccc3c(c2)COC3)CC1

Geometry as ORCA input:
```
! wB97M-V def2-TZVPD RIJCOSX def2/J DEFGRID3
* xyz 0 1
H -1.80645 1.90285 1.59501
C 0.29471 4.81515 2.69292
C 2.04188 3.48315 3.66705
H -1.01294 -0.22105 -1.35616
H 0.46815 1.70769 -0.93265
H 1.97816 1.60643 -0.02810
C 0.96509 1.23751 -0.10666
C 1.61735 2.47933 2.82505
C -0.75138 -5.29683 -4.94411
H -2.61977 -0.15235 0.46199
C -0.61689 -2.83284 -1.42822
C -0.68667 -0.65534 -0.31334
H -2.39977 -2.65286 -5.37077
N 0.32537 6.58296 3.88122
C -1.45383 -3.54769 -3.56929
C 2.07282 1.00802 3.11613
C -1.65220 -2.74468 -2.39183
H -1.22178 -6.22510 -4.81310
C -2.24457 -3.61868 -4.89994
N -0.44344 5.78945 3.09140
C -1.50936 -0.03698 0.77008
H 1.14687 -3.96023 -0.80102
H 2.99891 0.99740 3.64786
H -2.36273 -1.95953 -2.22134
N 0.13701 1.69250 1.03548
O -1.57089 -4.43166 -5.73905
H 2.18805 0.49771 2.18198
H 1.24905 -0.75096 0.73883
H -0.18391 7.00610 4.62842
H 1.18186 -5.52008 -2.73790
N 1.46391 4.74948 3.37855
H 1.40360 -0.78511 -1.01334
C -0.48539 -4.53075 -3.72900
C -1.35341 1.46505 0.77784
H 0.19502 -5.37972 -5.40806
N -0.19454 3.76652 1.93469
C 1.36832 5.80220 4.23615
H -1.61008 1.91866 -0.16906
H 1.32637 0.45365 3.59429
C 0.40249 -4.72805 -2.74939
C 0.57683 2.71945 1.80787
H 2.61566 3.18535 4.50109
O 2.03338 5.87311 5.25242
O -0.65987 -2.11795 -0.25547
C 0.37673 -3.84751 -1.61456
H -1.24237 -0.42809 1.76833
H -3.23445 -3.96733 -4.80614
C 0.88915 -0.34837 -0.18619
*
```

Results of the Mulliken charge analysis, in e, for atoms 1 through 8:
1 H 0.4611
2 C 0.1884
3 C -0.7533
4 H 0.2044
5 H 0.4638
6 H 0.4177
7 C -1.1779
8 C 0.9324

3.
The following is a DFT calculation (ωB97M-V/def2-TZVPD) of a cluster of 5 separate species, C21H25BrF4INO16 in total at a distorted geometry.

lowest unoccupied orbital energy: 0.15 eV
orbital gap: 9.6 eV
structure (SMILES): CC(=O)N(C)[C@@H]1OC(=O)O[C@]1(Br)CCCI.O=C1OC[C@@H](F)O1.O=C1OC[C@@H](F)O1.O=C1OC[C@@H](F)O1.O=C1OC[C@@H](F)O1

Geometry as ORCA input:
```
! wB97M-V def2-TZVPD RIJCOSX def2/J DEFGRID3
* xyz 0 1
H 6.92228 3.00136 0.50410
I 1.71348 0.52056 0.85534
C 5.99608 -0.13067 2.15295
C 2.75203 2.86271 3.45449
O -6.06011 -1.01942 -6.59105
O -4.50871 -1.99635 -7.95062
C 4.17304 3.59593 3.56658
H -8.21339 -2.71736 -7.01178
F -3.85901 -0.03472 -5.85993
O 6.94832 5.23069 5.14611
O -2.90385 -1.28055 4.57658
H 5.25431 -0.91906 2.64214
F -1.92777 -3.78251 -1.53219
C -1.10780 -2.99591 -0.79968
H -3.96719 -2.64376 -4.59081
C -3.22793 -0.29379 2.56290
O 6.02593 4.78363 2.84123
H 4.84747 3.42504 1.41258
N 6.54029 2.55864 2.63983
O -2.64921 -1.82433 -3.21492
O -6.74446 -2.23909 -8.36704
C 1.23211 0.76131 3.02251
H 8.34513 3.33953 1.73525
H -1.07767 -1.98804 -1.22725
O -1.60800 -2.93737 0.51686
H 2.62826 1.04408 4.83903
C -1.79048 -0.77136 -3.37399
H -8.71784 -1.60399 -8.30370
C -7.41498 -0.71385 -6.83156
Br 3.63005 5.55489 3.32743
H -2.39954 -1.41123 -5.96430
C 6.20277 1.19351 3.15415
O -1.11162 0.01274 5.16497
O -0.85697 -0.53104 -2.62654
F -4.11366 0.50907 1.93158
H -4.77719 -0.63129 4.03594
C -3.90790 -1.12905 3.59328
H -4.22184 -2.09998 3.20070
H 3.49213 0.61805 3.11769
C 6.06183 4.60616 4.33356
O 4.95838 3.69798 4.80211
H -4.52255 -1.17507 -3.75556
C -2.04512 -0.22757 4.41752
H 2.02123 3.34858 4.26446
C 7.48207 2.56164 1.46014
H 2.24288 3.12702 2.40772
O 6.08861 0.89846 4.47954
O 0.63814 -3.16337 0.63465
H 5.55434 0.15193 1.10601
H 7.03286 -0.69509 1.97222
H 0.93599 -3.32004 -1.41190
H -7.48927 0.24999 -7.34635
O -0.53322 -2.49073 2.48028
H 8.02451 1.54826 1.24442
H 0.18265 -4.72425 -0.62210
O -2.35509 0.51534 3.31812
H 1.04011 -0.31671 3.43561
C -5.67153 -1.77203 -7.65841
O -2.10044 -0.02845 -4.47339
C -2.97328 -0.83757 -5.22861
F -8.05502 -0.65126 -5.64241
C 0.23104 -3.63024 -0.63588
H -2.65418 -0.86745 1.82721
C -3.65325 -1.67283 -4.19823
C -0.50528 -2.83667 1.31092
C -7.89662 -1.87379 -7.63422
H 0.36816 1.52716 3.21232
C 2.68909 1.25024 3.68941
C 5.36638 3.48333 2.46202
*
```

Results of the Mulliken charge analysis, in e, for atoms 1 through 8:
1 H 0.2827
2 I -0.0750
3 C -1.0191
4 C -0.5823
5 O -0.1749
6 O -0.5177
7 C -0.0190
8 H 0.2819

4.
The following is a DFT calculation (ωB97M-V/def2-TZVPD) of a structure of composition C33H67N5SSi5TeY at a distorted geometry.

lowest unoccupied orbital energy: -2.66 eV
orbital gap: 7.3 eV
relative energy (zero: lowest compared OMol25 entry of this formula, charge and spin): 0.000 eV

Geometry as ORCA input:
```
! wB97M-V def2-TZVPD RIJCOSX def2/J DEFGRID3
* xyz 1 1
Te -1.36655 0.86635 -1.45380
C -1.25851 -1.95930 -4.29600
C 0.74434 2.73731 2.27230
H -2.58711 5.53580 -0.32290
C 5.13022 0.55193 1.76406
H 1.48192 3.68751 -5.09631
H 2.01347 -5.26271 2.06587
H 3.45629 -3.19462 -0.94874
H -1.42166 -1.02628 4.98056
H -1.49566 -0.32088 3.36063
N 0.38095 1.57906 2.88706
H -3.86265 0.07866 -1.91212
H -3.08961 -2.99372 2.11323
H 2.61193 4.30677 -3.88777
C 1.08702 2.96670 -3.05669
H 4.29001 2.88288 -2.99663
C 4.70109 -1.79557 1.80995
C 2.77500 -4.48187 2.05160
H 3.42971 1.72333 1.17184
H -0.07073 -3.83589 5.44744
H -4.61483 2.29869 -2.16965
C 1.26807 0.71324 -3.88994
H 1.72318 1.46258 -5.90840
C 0.95644 3.89236 4.23608
Si -2.89541 -1.15217 -3.79974
H 0.03557 0.69091 4.71173
H -2.60544 1.21828 -4.50899
N 2.95799 -0.28577 1.23219
H 2.83070 2.13777 -1.32372
H 0.57280 -4.70307 4.05751
H 1.61705 5.00083 5.93790
H -5.33909 4.36212 0.94943
H 1.48038 -1.25912 5.33010
H -0.50651 -2.22126 -1.46204
H -4.24877 0.67788 -4.84140
H -2.96614 -1.30632 -1.27584
C -2.55577 1.55784 0.23209
H 0.03694 3.04162 -3.35245
H -4.60443 3.22784 2.07110
H 1.50431 -0.30872 -3.57790
N 1.37712 1.56762 -2.70073
H 4.45512 1.22938 -3.59781
H -2.66965 -1.52054 1.24313
H 2.01860 5.72966 4.35377
Si -3.43945 3.21100 -0.14723
C -2.94315 -0.50204 -2.00843
C 2.24992 1.19323 -4.99178
N 1.01032 3.87407 2.90929
H 1.96926 -2.30519 -1.28414
C -2.70194 -2.61205 1.16812
C 2.03621 3.43100 -4.19208
Si -1.00477 -3.36105 0.74488
H -2.04540 4.79803 1.18293
H -1.83920 -3.37040 -1.60636
S 0.89573 2.68244 0.56300
C 2.76591 1.50700 -2.21003
H -4.62743 4.06091 -2.16287
H 6.61047 -0.91922 2.27434
C -3.20071 0.37486 -4.86798
C 3.81751 0.73133 1.37614
C -4.26224 -2.44097 -3.95949
C 3.37772 -1.54927 1.46238
H -0.13283 -5.70250 0.75491
H 2.97580 0.46943 -1.92421
Si 0.13111 -2.30358 3.48655
C -1.40874 -1.26210 3.91393
C 3.73460 2.00140 -3.32132
H 5.03262 -2.81442 1.95991
C -4.90380 3.36440 1.03053
H -2.93811 0.20045 -5.91202
H -4.33644 -2.78219 -4.99370
C 2.38821 -3.15060 -0.72882
H 1.99146 -0.60366 3.77755
C -1.03512 -5.21059 1.12470
H 2.50428 -2.21194 4.26846
C -2.21170 4.61160 0.12019
H 3.66577 -4.89541 1.57651
Si 2.11724 -2.96629 1.14414
C 5.58489 -0.74229 1.97822
H 0.36774 5.79126 4.97002
C -4.01660 3.18387 -1.94552
H -0.18373 -3.94795 -1.55542
C -0.86478 -3.20339 -1.14392
H -3.43572 -2.87716 0.40443
H -1.24294 4.39062 -0.32812
H 0.56841 2.73538 6.03190
C -0.15518 -3.95122 4.36521
H -1.27766 -3.03670 -4.13361
H -1.87817 1.68664 1.08421
C 1.66474 -1.51414 4.28466
C 1.27162 5.18045 4.92160
H 3.02339 -4.24109 3.08669
N 2.97691 2.36241 -4.51452
H -5.68950 2.63988 0.81200
C 0.32483 1.61252 4.22545
C 0.38417 -2.39875 1.60633
H -0.41463 -1.55653 -3.73654
H -5.24030 -2.05102 -3.67443
H -2.31435 -1.83365 3.71884
H -1.15103 -4.34449 4.15527
H -1.10582 -5.41054 2.19342
H -1.06224 -1.78945 -5.35601
H -3.16393 3.19143 -2.62654
C 0.61031 2.74107 4.95316
H -1.89096 -5.68346 0.63846
H 2.98103 0.41846 -5.22918
H -4.06043 -3.31732 -3.34081
H -3.26346 0.76302 0.47259
H 1.23192 3.56339 -2.15428
H 0.22955 0.73782 -4.23512
H 5.77886 1.40550 1.89642
H 1.94047 -4.06359 -1.12066
Y 0.45177 -0.08576 0.86778
*
```

Results of the Mulliken charge analysis, in e, for atoms 1 through 8:
1 Te 0.6969
2 C -0.5283
3 C 0.0110
4 H 0.4273
5 C -1.0819
6 H 0.2838
7 H 0.3085
8 H 0.4351

Number 1: E -102703.293 eV. Number 2: E -33633.376 eV. Number 3: E -145438.451 eV. Number 4: E -101320.803 eV.